This record from OMol25 describes a molecular structure, C4H11Br2Cl3HfN2O17 at a distorted geometry. The level of theory is the ωB97M-V functional and the def2-TZVPD basis.

Results
Net charge ... -2
ΔE to the lowest compared entry with this formula, charge and spin ... 0.0 kJ/mol

The geometry in XYZ format:
```
40
Properties=species:S:1:pos:R:3:forces:R:3:nbo_charge:R:1
Hf 0.53988 -0.50164 1.08328 -2.22 -0.24 -1.45 2.130
Cl 3.34044 1.93164 3.14153 2.99 -0.62 1.71 2.556
O 3.43319 3.11083 2.34395 -0.52 0.68 -0.20 -0.853
O 2.42077 1.00542 2.54164 -1.92 -0.95 -0.60 -0.877
O 4.64358 1.26760 3.17184 -0.91 0.54 -0.04 -0.864
O 2.97917 2.25079 4.52626 -0.44 -0.18 -1.42 -0.855
Cl 0.75928 -3.34600 -1.83635 2.60 -1.56 1.80 2.647
O 1.58624 -4.45206 -1.41407 0.39 0.52 0.03 -0.872
O 0.86323 -2.24675 -0.92345 0.92 2.33 1.55 -0.905
O 1.12109 -2.94584 -3.12422 0.38 0.88 -1.97 -0.844
O -0.55326 -3.76034 -1.74533 -4.67 -1.34 -0.50 -0.909
Cl 2.70155 1.23108 -1.68761 -0.53 -0.55 -1.16 2.545
O 3.54954 0.60566 -2.69975 -0.91 0.66 1.34 -0.814
O 3.23562 2.49714 -1.28449 0.38 -0.16 0.33 -0.833
O 1.35657 1.43998 -2.16706 -0.15 0.13 -0.57 -0.878
O 2.55354 0.31115 -0.54452 -0.15 -0.43 1.09 -0.876
C -2.10709 0.73406 -2.41351 -0.37 1.20 -0.14 -0.634
C -2.34913 -0.21567 -1.28381 2.56 -2.29 0.31 -0.052
O -1.35254 -0.20999 -0.24423 2.49 0.83 2.38 -0.938
H -2.40380 1.74525 -2.13498 0.53 0.38 0.08 0.183
H -2.71822 0.54627 -3.29632 -0.33 -0.55 0.07 0.194
H -1.07920 0.65714 -2.76792 0.10 0.28 0.37 0.251
H -2.05217 -1.16629 -1.72680 -1.07 -0.69 -0.35 0.178
H -3.35258 -0.26395 -0.86089 -0.09 0.33 0.01 0.152
Br -0.90752 0.09328 3.45471 1.13 -0.31 -1.76 -0.510
Br 2.30441 -2.57537 2.13884 -1.43 1.81 -0.76 -0.517
C -3.01779 -3.51299 0.83680 1.51 1.15 -0.49 -0.479
N -2.06710 -2.92564 1.85625 1.05 0.33 1.53 0.559
O -2.42669 -2.93760 3.01417 -0.25 -0.10 -0.61 -0.322
O -0.92721 -2.53164 1.54559 -1.31 -0.46 -0.71 -0.404
H -4.03924 -3.40002 1.20009 0.38 -0.28 0.07 0.225
H -2.63218 -4.51268 0.63673 -0.36 -0.03 0.15 0.250
H -2.79600 -2.90344 -0.03919 -0.31 -0.15 -0.23 0.263
C 0.16667 4.09251 -0.18295 0.40 0.50 -0.76 -0.483
N -0.38641 2.90506 0.46150 -1.05 -0.99 -0.22 0.573
O -1.57000 2.92531 0.69191 -0.01 -0.09 0.14 -0.328
O 0.35472 1.98347 0.74639 0.96 -0.70 0.13 -0.398
H -0.63717 4.49344 -0.80037 -0.07 0.32 0.62 0.221
H 0.97723 3.89052 -0.88315 0.28 -0.59 0.60 0.275
H 0.48856 4.69048 0.66965 0.01 0.38 -0.39 0.244
```
Forces are in eV/Å.


This record from OMol25 describes 3 unconnected molecules or ions with the total composition CH3O3P at a distorted geometry. The level of theory is the ωB97M-V functional and the def2-TZVPD basis.

Results
Net charge ... -2
ΔE to the lowest compared entry with this formula, charge and spin ... 211.6 kJ/mol

The geometry in XYZ format:
```
8
Properties=species:S:1:pos:R:3:forces:R:3:nbo_charge:R:1
C -2.47044 -0.35508 -2.32497 1.93 1.28 -1.07 0.255
O 0.00578 -1.79683 0.56219 0.79 0.50 -0.71 -1.139
O -2.11959 -0.75882 1.27496 1.20 1.34 -1.49 -1.163
O -1.85307 -0.42931 -3.38201 -1.56 -1.16 0.78 -0.545
P -0.82464 -0.55148 0.44263 -1.98 -1.91 2.27 1.333
H -3.19984 -1.03869 -1.84970 0.21 -0.25 -0.62 0.134
H -2.17560 0.52731 -1.75994 -0.63 0.18 0.82 0.125
H 12.63740 4.40290 7.03684 0.05 0.02 0.02 -1.000
```
Forces are in eV/Å.


Number 1: HOMO energy -0.1538 hartree. Number 2: HOMO energy 0.0567 hartree.